A.
A single C2H2N2O3 molecule, computed with the ωB97M-V functional and the def2-TZVPD basis.

Output
HOMO energy	-12.3	eV
structure (SMILES)	N#C[C@@H](O)[N+](=O)[O-]

The geometry in XYZ format:
```
9
Properties=species:S:1:pos:R:3:mulliken_charge:R:1
C 0.63 -0.10 -1.63 0.110
C -0.33 -0.46 -0.07 -0.065
N 1.29 0.30 -2.46 -0.305
N -0.40 0.78 0.72 0.998
O -0.87 1.77 0.23 -0.504
O 0.13 0.73 1.79 -0.593
O 0.15 -1.46 0.68 -0.395
H -1.34 -0.79 -0.45 0.303
H 0.73 -0.78 1.17 0.449
```

B.
2 unconnected molecules or ions with the total composition C2H2N2O3, computed with the ωB97M-V functional and the def2-TZVPD basis.

Output
HOMO energy	-10.9	eV
structure (SMILES)	N#CC=O.O=NO

The geometry in XYZ format:
```
9
Properties=species:S:1:pos:R:3:mulliken_charge:R:1
C -1.85 -0.59 0.10 0.303
C -0.89 -1.48 0.70 0.102
N -2.62 0.12 -0.36 -0.292
N 2.02 1.10 -0.18 0.222
O 1.43 0.58 0.71 -0.261
O 1.20 1.76 -1.07 -0.361
O -0.33 -2.37 0.11 -0.386
H -0.72 -1.27 1.77 0.270
H 1.76 2.15 -1.76 0.402
```

C.
A single C2H2N2O3 molecule, computed with the ωB97M-V functional and the def2-TZVPD basis.

Output
HOMO energy	-12.1	eV
structure (SMILES)	N#C[C@@H](O)[N+](=O)[O-]

The geometry in XYZ format:
```
9
Properties=species:S:1:pos:R:3:mulliken_charge:R:1
C -1.57 1.10 0.14 0.033
C -0.41 0.14 -0.31 0.317
N -2.25 1.93 0.52 -0.332
N -0.97 -1.21 0.06 0.897
O -1.77 -1.73 -0.70 -0.511
O -0.60 -1.65 1.13 -0.568
O 0.72 0.29 0.38 -0.484
H -0.44 0.38 -1.32 0.270
H 0.91 -0.36 1.07 0.377
```

D.
2 unconnected molecules or ions with the total composition C2H2N2O3, computed with the ωB97M-V functional and the def2-TZVPD basis.

Output
HOMO energy	-11.0	eV
structure (SMILES)	O=C[N+](=O)[O-].C#N

The geometry in XYZ format:
```
9
Properties=species:S:1:pos:R:3:mulliken_charge:R:1
C -2.85 -0.80 0.61 0.099
C 0.95 0.84 0.10 0.105
N -2.41 0.17 0.19 -0.363
N 1.96 0.05 -0.62 0.881
O 2.44 -0.84 0.06 -0.495
O 2.12 0.31 -1.80 -0.503
O 1.06 1.36 1.12 -0.322
H 0.05 0.65 -0.51 0.325
H -3.32 -1.73 0.86 0.273
```

The data favor B; the next most stable structure lies 19.0 kJ/mol above it.

A.
A molecular structure, C5H12N3, computed with the ωB97M-V functional and the def2-TZVPD basis.

Output
HOMO energy (spin up / spin down)	-12.5 / -12.5	eV
total charge	+1

The geometry in XYZ format:
```
20
Properties=species:S:1:pos:R:3:mulliken_charge:R:1
C -1.67 0.17 0.42 -0.204
C -2.91 -0.33 0.04 0.486
C 1.84 -1.10 0.67 -0.866
C 1.64 0.78 -0.72 -1.195
C -0.33 -0.75 -0.63 -0.843
N -1.21 1.54 0.49 -0.599
N -3.80 -0.80 -0.60 -0.269
N 0.98 -0.44 -0.29 0.149
H -1.38 -0.46 1.31 0.234
H 1.11 -1.35 1.49 0.340
H 2.37 -1.99 0.25 0.257
H 2.65 -0.41 1.06 0.356
H 1.77 1.58 -0.05 0.355
H 2.60 0.49 -0.99 0.555
H 1.11 1.10 -1.57 0.336
H -0.75 -1.70 -0.57 0.544
H -0.57 -0.31 -1.55 0.366
H -0.58 1.67 1.40 0.327
H -4.76 -1.05 -0.39 0.345
H -2.10 2.08 0.78 0.324
```

B.
2 unconnected molecules or ions with the total composition C5H12N3, computed with the ωB97M-V functional and the def2-TZVPD basis.

Output
HOMO energy	-13.8	eV
total charge	+1

The geometry in XYZ format:
```
20
Properties=species:S:1:pos:R:3:mulliken_charge:R:1
C 3.04 1.15 0.26 -0.454
C -1.34 -0.55 0.19 0.175
C 3.31 -0.03 0.14 0.029
C 3.48 -1.40 -0.32 -1.032
C -3.78 -0.17 -0.18 -0.773
N -2.44 0.20 0.09 -0.189
N -0.13 -0.23 0.26 -0.439
N 0.22 1.22 0.14 -0.187
H 1.28 1.24 0.05 0.141
H 2.85 2.08 0.64 0.569
H -1.58 -1.61 0.25 0.302
H 3.63 -1.31 -1.33 0.334
H 2.59 -1.99 -0.27 0.307
H 4.33 -1.85 0.20 0.318
H -4.26 0.42 -0.92 0.303
H -4.51 -0.24 0.60 0.319
H -3.83 -1.33 -0.48 0.256
H -0.15 1.84 1.06 0.436
H -0.33 1.39 -0.68 0.396
H -2.36 1.17 0.30 0.187
```

The data favor A; the next most stable structure lies 51.4 kJ/mol above it.

A.
2 unconnected molecules or ions with the total composition C5H7N3O2, computed with the ωB97M-V functional and the def2-TZVPD basis.

Output
HOMO energy	-10.1	eV

The geometry in XYZ format:
```
17
Properties=species:S:1:pos:R:3:mulliken_charge:R:1
C -0.45 -0.55 2.57 -0.655
C -1.03 -0.34 1.28 0.059
C 1.20 -0.58 -1.37 0.523
C -1.12 0.52 -1.52 -1.393
C 0.17 0.42 -0.76 0.179
N 0.86 -0.30 2.55 -0.619
N 1.14 0.11 1.31 -0.337
N 0.02 0.12 0.58 0.591
O 1.01 -1.17 -2.36 -0.521
O 2.37 -0.59 -0.72 -0.554
H -0.86 -0.85 3.46 0.478
H -2.00 -0.30 0.99 0.459
H -1.75 1.47 -1.21 0.353
H -0.74 0.73 -2.62 0.355
H -1.75 -0.38 -1.54 0.400
H 0.79 1.73 -0.87 0.215
H 2.13 -0.03 0.20 0.470
```

B.
2 unconnected molecules or ions with the total composition C5H7N3O2, computed with the ωB97M-V functional and the def2-TZVPD basis.

Output
HOMO energy	-9.1	eV
structure (SMILES)	N#CCc1cnc(N)o1.O

The geometry in XYZ format:
```
17
Properties=species:S:1:pos:R:3:mulliken_charge:R:1
N 0.56 -4.09 -3.13 -0.594
C 0.24 -4.62 -1.91 0.605
N -0.51 -5.64 -1.63 -0.605
C -0.36 -5.81 -0.26 -0.291
C 0.47 -4.86 0.23 0.355
C 1.01 -4.52 1.57 -0.407
C 2.48 -4.61 1.67 0.240
N 3.63 -4.66 1.77 -0.387
O 0.81 -4.05 -0.83 -0.362
H 1.51 -3.74 -3.20 0.263
H 0.30 -4.68 -3.91 0.245
H -0.89 -6.58 0.29 0.370
H 0.71 -3.51 1.88 0.250
H 0.57 -5.22 2.30 0.273
O -0.66 -1.49 -4.05 -0.674
H -0.32 -2.33 -3.70 0.423
H -0.16 -1.34 -4.86 0.297
```

C.
A single C5H7N3O2 molecule, computed with the ωB97M-V functional and the def2-TZVPD basis.

Output
HOMO energy	-9.6	eV
structure (SMILES)	[H]/N=C1/CC=NC[C@H]1[N+](=O)[O-]

The geometry in XYZ format:
```
17
Properties=species:S:1:pos:R:3:mulliken_charge:R:1
C 1.99 0.68 -0.20 -0.035
C 0.16 -1.17 -0.15 0.444
C 1.48 -0.65 -0.76 -0.507
C -0.13 1.49 0.57 -0.466
C -0.75 0.11 0.57 -0.155
N 1.24 1.54 0.34 -0.532
N -0.28 -2.33 -0.17 -0.700
N -2.16 -0.02 0.05 1.063
O -2.65 -1.09 0.18 -0.635
O -2.61 0.99 -0.40 -0.606
H 3.09 0.77 -0.27 0.363
H 1.25 -0.18 -1.78 0.227
H 2.27 -1.43 -0.76 0.373
H -0.57 1.90 -0.44 0.318
H -0.38 2.19 1.42 0.237
H -0.77 -0.28 1.53 0.295
H -1.18 -2.53 0.27 0.314
```

The data favor B; the next most stable structure lies 225.1 kJ/mol above it.

A.
A gas-phase ion, C2H6NO2 (charge +1), computed with the ωB97M-V functional and the def2-TZVPD basis.

Output
HOMO energy (spin up / spin down)	-16.6 / -16.6	eV
structure (SMILES)	CO[N+](C)=O
total charge	+1

The geometry in XYZ format:
```
11
Properties=species:S:1:pos:R:3:mulliken_charge:R:1
C -1.29 0.78 1.16 -0.679
C 1.25 -0.80 -1.21 -0.577
N -0.21 0.76 0.23 0.731
O 0.53 1.60 -0.18 -0.258
O 0.06 -0.68 -0.42 -0.258
H -1.55 1.65 1.68 0.342
H -0.99 -0.02 1.74 0.378
H -2.15 0.32 0.73 0.355
H 1.01 -1.72 -1.65 0.316
H 1.94 -1.17 -0.45 0.347
H 1.65 -0.01 -1.82 0.303
```

B.
2 unconnected molecules or ions with the total composition C2H6NO2, computed with the ωB97M-V functional and the def2-TZVPD basis.

Output
HOMO energy (spin up / spin down)	-14.5 / -15.3	eV
total charge	+1

The geometry in XYZ format:
```
11
Properties=species:S:1:pos:R:3:mulliken_charge:R:1
C 1.93 0.96 -0.04 -0.160
C -1.02 -1.14 0.57 -0.612
N -1.54 0.59 -1.04 0.527
O -0.49 1.15 -0.95 -0.385
O -1.94 -0.33 -0.36 -0.158
H 1.50 0.21 0.67 0.284
H 1.57 1.90 -0.07 0.287
H 2.62 0.79 -0.89 0.307
H -0.65 -0.65 1.38 0.331
H -0.23 -1.57 -0.10 0.317
H -1.75 -1.91 0.84 0.262
```

The data favor A; the next most stable structure lies 202.4 kJ/mol above it.

A.
A gas-phase ion, C2H6NO2 (charge +1), computed with the ωB97M-V functional and the def2-TZVPD basis.

Output
HOMO energy	-17.9	eV
structure (SMILES)	CO[N+](C)=O
total charge	+1

The geometry in XYZ format:
```
11
Properties=species:S:1:pos:R:3:mulliken_charge:R:1
C 1.86 0.35 0.24 -0.691
C -1.75 -0.56 0.10 -0.507
N 0.64 -0.41 -0.07 0.830
O -0.53 0.09 0.23 -0.166
O 0.83 -1.49 -0.52 -0.346
H 1.58 1.18 0.83 0.356
H 2.35 0.50 -0.64 0.310
H 2.55 -0.23 0.86 0.332
H -1.52 -1.58 -0.27 0.338
H -2.42 -0.08 -0.63 0.277
H -2.22 -0.58 1.07 0.268
```

B.
2 unconnected molecules or ions with the total composition C2H6NO2, computed with the ωB97M-V functional and the def2-TZVPD basis.

Output
HOMO energy	-17.3	eV
total charge	+1

The geometry in XYZ format:
```
11
Properties=species:S:1:pos:R:3:mulliken_charge:R:1
C 1.98 -0.31 -0.18 -0.663
C -2.22 0.28 -0.16 -0.186
N 0.70 0.37 0.10 0.892
O 0.57 1.41 0.68 -0.409
O -0.28 -0.25 -0.37 -0.467
H 2.52 -0.02 0.76 0.295
H 2.40 0.23 -1.08 0.299
H 1.96 -1.30 -0.34 0.370
H -2.51 -0.22 0.78 0.303
H -2.21 -0.16 -1.14 0.273
H -2.20 1.42 -0.25 0.293
```

C.
2 unconnected molecules or ions with the total composition C2H6NO2, computed with the ωB97M-V functional and the def2-TZVPD basis.

Output
HOMO energy	-15.6	eV
total charge	+1

The geometry in XYZ format:
```
11
Properties=species:S:1:pos:R:3:mulliken_charge:R:1
C 0.64 1.91 -0.40 -0.097
N 1.24 1.11 0.38 -0.066
H -0.11 1.47 -1.06 0.300
H 0.72 2.98 -0.25 0.292
H 2.10 1.45 0.82 0.272
H 0.83 0.18 0.56 0.320
O -0.25 -0.84 -0.49 -0.607
C -0.71 -1.92 -0.17 0.266
O -1.89 -2.15 0.34 -0.369
H -0.16 -2.86 -0.23 0.343
H -2.41 -1.35 0.50 0.346
```

The data favor C; the next most stable structure lies 399.1 kJ/mol above it.

A.
A single C3H4N4 molecule, computed with the ωB97M-V functional and the def2-TZVPD basis.

Output
HOMO energy	-10.1	eV
structure (SMILES)	[H]/N=C\n1cncn1

The geometry in XYZ format:
```
11
Properties=species:S:1:pos:R:3:mulliken_charge:R:1
C 1.49 -0.64 -0.05 0.238
C -0.51 1.09 -0.10 0.135
C -1.88 -0.55 -0.09 -0.070
H 2.31 1.16 -0.05 0.225
H 1.39 -1.69 0.13 0.394
H -0.08 2.15 0.13 0.258
H -2.86 -1.19 0.09 0.287
N 2.50 0.20 0.01 -0.650
N 0.20 -0.16 -0.12 0.324
N -1.78 0.82 0.04 -0.480
N -0.78 -1.19 0.00 -0.659
```

B.
A single C3H4N4 molecule, computed with the ωB97M-V functional and the def2-TZVPD basis.

Output
HOMO energy	-9.4	eV
structure (SMILES)	Nc1cncnn1

The geometry in XYZ format:
```
11
Properties=species:S:1:pos:R:3:mulliken_charge:R:1
N 1.91 -0.23 -0.58 -0.560
C 0.62 -0.27 -0.10 0.466
C 0.16 0.54 0.96 -0.073
N -1.13 0.80 1.04 -0.498
C -1.91 0.11 0.19 -0.024
N -1.52 -0.97 -0.48 -0.365
N -0.21 -1.15 -0.63 -0.296
H 2.22 0.71 -0.81 0.255
H 1.99 -0.83 -1.39 0.301
H 0.82 0.88 1.74 0.411
H -2.95 0.39 0.08 0.384
```

The data favor B; the next most stable structure lies 74.9 kJ/mol above it.